Formula: C4H4IO2
Source: OMol25
Level of theory: wB97M-V/def2-TZVPD

2S+1: 1
Largest force on an atom, Eh/bohr: 0.053
SMILES: O=C([O-])C1(I)CC1
Orbital gap, eV: 7.8014
Net charge: -1
Electronic energy, eV: -16408.4447

Each line ends with the Mulliken charge.
Geometry (Å):
1 C -1.4065 -0.5326 0.8337  0.633
2 C 1.1039 -0.1085 0.0773  -0.489
3 C 0.4165 1.1104 -0.4464  -0.627
4 C -0.3679 -0.1377 -0.2222  0.094
5 O -2.0226 -1.5573 0.6435  -0.661
6 O -1.0850 0.1381 1.8034  -0.676
7 I -0.7385 -1.3539 -2.3719  -0.259
8 H 1.6662 -0.8636 -0.5459  0.222
9 H 1.2577 -0.1009 1.1664  0.238
10 H 0.3701 1.8191 0.3919  0.248
11 H 0.8061 1.5871 -1.3297  0.278

Formula: C3H6N2OS
Source: OMol25
Level of theory: wB97M-V/def2-TZVPD

2S+1: 1
Largest force on an atom, Eh/bohr: 0.020
SMILES: [H]/N=C/N(C)SC=O
Orbital gap, eV: 9.9759
Electronic energy, eV: -19070.2681

Each line ends with the Mulliken charge.
Geometry (Å):
1 C -0.2738 -0.8284 1.4079  -0.774
2 C 0.1274 2.1607 0.0290  0.061
3 C 0.1068 -0.9346 -1.0183  0.148
4 H -1.1955 -0.7547 2.0217  0.245
5 H 0.5444 -0.2120 1.8207  0.303
6 H 0.0634 -1.8682 1.3985  0.341
7 H -0.1314 3.2197 -0.1190  0.331
8 H 0.5864 -1.8769 -0.7515  0.318
9 H 0.6741 -0.9727 -2.8220  0.248
10 N -0.6006 -0.4035 0.0590  -0.127
11 N 0.1591 -0.3970 -2.1545  -0.594
12 O 1.2409 1.7465 0.2539  -0.439
13 S -1.3011 1.1210 -0.1256  -0.062

Formula: C18H36BaBrN4OSSi
Source: OMol25
Level of theory: wB97M-V/def2-TZVPD

2S+1: 1
Largest force on an atom, Eh/bohr: 0.003
Orbital gap, eV: 6.3023
Net charge: +1
Electronic energy, eV: -116702.6642

Each line ends with the Mulliken charge.
Geometry (Å):
1 Ba 2.5532 -0.2511 -0.5672  1.658
2 O 1.2501 5.2984 -4.4455  -0.506
3 C 1.6524 4.3615 -3.5831  0.965
4 C 1.7268 4.5555 -2.2042  -0.584
5 C 2.1517 3.5087 -1.4185  -0.766
6 N 2.5011 2.3065 -1.9001  -0.104
7 C 2.4244 2.1673 -3.2149  -0.043
8 Br 2.9284 0.4525 -3.9009  -0.176
9 C 2.0168 3.1233 -4.1115  -0.414
10 H 1.0169 6.1180 -3.9924  0.321
11 H 1.4556 5.5007 -1.7533  0.360
12 H 2.2136 3.6303 -0.3441  0.479
13 H 1.9725 2.9413 -5.1744  0.454
14 N 2.9573 -3.0769 0.0409  -0.596
15 N 2.6009 -2.9591 1.4154  0.044
16 C 3.2419 -2.0871 2.2147  0.233
17 N 2.8105 -2.0169 3.4763  -0.339
18 S 4.5626 -1.1718 1.6813  -0.354
19 H 2.3498 -3.7992 -0.3378  0.251
20 H 3.9061 -3.4486 0.0172  0.266
21 H 1.6788 -3.2997 1.6541  0.326
22 H 2.0506 -2.5773 3.8274  0.254
23 H 3.2672 -1.3724 4.0981  0.206
24 C -0.6998 0.8371 -2.1846  -1.618
25 C -1.5654 -0.1115 -1.3364  2.779
26 C -2.9487 0.5243 -1.1592  -1.818
27 C -1.7348 -1.3719 -2.1957  -2.373
28 Si -0.5839 -0.5584 0.3053  -0.934
29 C -0.8280 0.9054 1.5968  2.627
30 C 0.2360 0.8057 2.7027  -1.654
31 C -2.2021 1.0084 2.2690  -1.837
32 C -0.5528 2.2409 0.8922  -1.997
33 C -1.3555 -2.2055 1.0578  2.350
34 C -2.8878 -2.2765 1.0946  -1.709
35 C -0.8587 -2.3724 2.5001  -2.016
36 C -0.8523 -3.4273 0.2738  -1.873
37 H -1.2202 1.0950 -3.1152  0.610
38 H 0.2331 0.3427 -2.4868  -0.021
39 H -0.4434 1.7699 -1.6817  0.214
40 H -3.4221 0.6775 -2.1365  0.527
41 H -2.9024 1.4980 -0.6698  0.332
42 H -3.6142 -0.1080 -0.5711  0.271
43 H -2.0899 -1.0946 -3.1949  0.569
44 H -2.4623 -2.0676 -1.7803  0.420
45 H -0.7884 -1.9098 -2.3236  0.344
46 H 0.1317 -0.0836 3.3220  0.308
47 H 0.1710 1.6756 3.3669  0.516
48 H 1.2539 0.7981 2.2885  0.244
49 H -2.4079 0.1514 2.9108  0.344
50 H -3.0125 1.0792 1.5430  0.271
51 H -2.2495 1.9012 2.9042  0.519
52 H 0.4175 2.2363 0.3772  0.063
53 H -0.5223 3.0520 1.6292  0.627
54 H -1.3128 2.4971 0.1551  0.314
55 H -3.3217 -1.4488 1.6563  0.288
56 H -3.2153 -3.2065 1.5751  0.522
57 H -3.3233 -2.2631 0.0960  0.311
58 H -1.3429 -1.6782 3.1859  0.444
59 H 0.2183 -2.1875 2.5820  -0.249
60 H -1.0717 -3.3852 2.8628  0.524
61 H -1.2997 -3.5054 -0.7152  0.397
62 H -1.0903 -4.3527 0.8114  0.463
63 H 0.2323 -3.3851 0.1149  -0.030